Record 1
Density functional theory data (ωB97M-V/def2-TZVPD) for a structure of composition C14H24N9RuS2.

ORCA input file:
```
! wB97M-V def2-TZVPD RIJCOSX def2/J DEFGRID3
* xyz 2 2
Ru 0.468 0.214 0.356
C -2.856 -2.507 -2.649
S -3.571 -1.674 -1.215
C -2.257 -0.799 -0.542
S -0.604 -0.939 -1.206
N -2.532 0.002 0.444
N -1.438 0.699 0.874
C -1.616 1.655 1.714
C -0.443 2.479 2.009
C -0.516 3.586 2.829
C 0.583 4.437 2.907
C 1.695 4.164 2.131
C 1.704 3.018 1.349
N 0.680 2.164 1.302
H -3.712 -2.959 -3.147
H -2.161 -3.289 -2.355
H -2.398 -1.796 -3.330
H -2.607 1.906 2.075
H -1.425 3.795 3.375
H 0.552 5.312 3.542
H 2.553 4.820 2.123
H 2.560 2.785 0.733
C 3.566 0.002 0.678
N 4.863 -0.251 0.115
C 5.027 0.534 -1.110
N 4.008 0.185 -2.104
C 2.703 0.443 -1.564
N 2.443 -0.332 -0.287
C 2.631 -1.794 -0.637
N 3.930 -2.054 -1.190
C 4.960 -1.676 -0.219
C 4.113 -1.250 -2.403
H 3.478 1.053 0.948
H 3.412 -0.611 1.565
H 6.013 0.346 -1.529
H 4.951 1.598 -0.873
H 1.944 0.140 -2.290
H 2.583 1.509 -1.346
H 1.859 -2.067 -1.358
H 2.497 -2.367 0.284
H 5.942 -1.879 -0.645
H 4.844 -2.270 0.689
H 3.358 -1.521 -3.142
H 5.098 -1.455 -2.818
N 0.238 -1.209 1.800
N 1.321 -1.204 2.743
H -0.673 -1.131 2.256
H 0.248 -2.109 1.321
H 1.309 -2.072 3.275
H 1.171 -0.439 3.392
*
```

Orbital gap (spin up / spin down), eV: 6.49 / 6.33
E_HOMO (spin up / spin down), eV: -14.5120 / -14.5217
Energy relative to the best compared isomer or geometry (same formula, charge and spin), kJ/mol: 0.0

Record 2
Density functional theory data (ωB97M-V/def2-TZVPD) for a structure of composition C4H8O2 in a non-equilibrium geometry.

ORCA input file:
```
! wB97M-V def2-TZVPD RIJCOSX def2/J DEFGRID3
* xyz 0 1
O -0.579 1.837 -0.298
C -0.109 1.206 0.881
C -0.388 -0.306 0.782
C -0.563 -0.689 -0.755
C 0.852 -1.213 -0.557
O 0.744 -1.190 0.866
H 0.145 1.968 -0.914
H 0.959 1.394 1.059
H -0.684 1.670 1.689
H -1.087 -0.624 1.582
H -1.372 -1.401 -0.879
H -0.630 -0.005 -1.615
H 1.602 -0.463 -0.863
H 1.108 -2.184 -0.978
*
```

Orbital gap, eV: 10.31
E_HOMO, eV: -9.4743
Energy relative to the best compared isomer or geometry (same formula, charge and spin), kJ/mol: 260.0

Record 3
Density functional theory data (ωB97M-V/def2-TZVPD) for a cluster of 15 separate species, C52H72B2Cl12N7O19 in total in a non-equilibrium geometry.

ORCA input file:
```
! wB97M-V def2-TZVPD RIJCOSX def2/J DEFGRID3
* xyz -1 1
C 26.257 2.820 4.837
C 26.857 1.582 5.556
C 28.352 1.641 5.440
C 28.816 0.291 5.926
N 30.284 0.014 5.662
C 30.480 -0.401 4.223
C 30.371 -1.906 4.161
C 30.515 -2.505 5.596
C 30.759 -1.272 6.514
C 31.186 1.211 6.047
C 30.997 1.654 7.421
C 32.065 2.697 7.814
H 26.636 3.700 5.357
H 25.170 2.868 4.787
H 26.596 2.929 3.807
H 26.475 0.736 4.986
H 26.697 1.382 6.615
H 28.718 2.524 5.964
H 28.719 1.660 4.414
H 28.246 -0.472 5.395
H 28.632 0.090 6.982
H 31.525 -0.167 4.018
H 29.827 0.183 3.574
H 31.187 -2.359 3.598
H 29.468 -2.197 3.624
H 31.166 -3.356 5.796
H 29.524 -2.890 5.838
H 31.815 -1.044 6.661
H 30.248 -1.170 7.472
H 30.993 2.159 5.545
H 32.265 1.104 5.936
H 31.207 0.729 7.958
H 29.990 1.980 7.684
H 31.859 2.956 8.853
H 31.929 3.661 7.324
H 33.061 2.257 7.868
O 32.916 -0.068 9.404
C 32.708 -1.031 10.103
O 32.714 -1.043 11.449
B 32.509 -2.392 11.921
O 32.494 -3.217 10.750
C 32.611 -2.458 9.598
O 32.510 -2.926 8.444
O 31.323 -2.538 12.737
C 31.638 -3.189 13.938
O 30.824 -3.550 14.798
C 33.185 -3.209 13.978
O 33.623 -2.706 12.828
O 33.956 -3.588 14.925
O 38.115 2.370 5.261
C 37.088 1.791 5.582
O 36.661 0.673 5.038
B 35.417 0.357 5.733
O 35.025 1.556 6.496
C 36.120 2.331 6.588
O 36.147 3.347 7.269
O 35.587 -0.882 6.556
C 34.957 -1.911 6.051
O 34.939 -3.127 6.450
C 34.378 -1.407 4.755
O 34.540 -0.104 4.658
O 33.829 -2.163 3.959
N 28.424 -3.121 0.033
C 29.409 -2.620 -0.775
C 30.620 -3.056 -0.191
C 30.283 -3.647 1.047
C 28.872 -3.797 1.148
H 27.453 -2.973 -0.201
H 29.077 -2.052 -1.631
H 31.604 -2.914 -0.612
H 30.942 -3.918 1.858
H 28.132 -4.136 1.858
N 33.818 -1.196 1.221
C 33.908 0.134 0.886
C 34.319 0.154 -0.409
C 34.517 -1.143 -0.933
C 34.277 -1.978 0.207
H 33.654 -1.493 2.172
H 33.575 0.879 1.593
H 34.317 1.136 -0.861
H 34.913 -1.390 -1.907
H 34.416 -3.035 0.380
N 24.293 -1.842 3.297
C 24.585 -0.547 3.171
C 25.862 -0.446 2.676
C 26.543 -1.717 2.864
C 25.496 -2.535 3.234
H 23.395 -2.240 3.532
H 23.946 0.304 3.353
H 26.197 0.477 2.228
H 27.585 -1.922 2.670
H 25.572 -3.602 3.382
N 34.072 5.820 8.476
C 33.328 6.983 8.273
C 32.377 7.010 9.249
C 32.420 5.880 9.918
C 33.487 5.184 9.475
H 34.791 5.484 7.852
H 33.658 7.576 7.433
H 31.673 7.773 9.546
H 31.656 5.641 10.644
H 33.823 4.190 9.732
N 26.443 -1.417 8.777
C 27.322 -2.260 8.157
C 26.896 -2.302 6.808
C 25.665 -1.584 6.751
C 25.478 -1.005 7.938
H 26.483 -1.169 9.755
H 28.059 -2.727 8.794
H 27.332 -2.936 6.051
H 25.127 -1.544 5.816
H 24.708 -0.285 8.176
N 30.205 0.117 0.150
C 29.012 0.184 0.801
C 28.584 1.501 0.755
C 29.504 2.216 -0.024
C 30.542 1.384 -0.287
H 30.695 -0.766 0.168
H 28.576 -0.668 1.301
H 27.723 1.954 1.224
H 29.467 3.259 -0.301
H 31.455 1.643 -0.803
C 29.065 6.079 5.447
Cl 28.818 5.236 3.939
Cl 29.518 4.954 6.833
Cl 30.398 7.195 5.306
Cl 27.528 6.872 5.790
C 23.302 3.686 7.739
Cl 22.361 2.537 6.817
Cl 24.679 2.852 8.553
Cl 24.079 4.855 6.706
Cl 22.254 4.718 8.795
C 32.303 -6.342 4.577
Cl 33.029 -5.269 3.428
Cl 30.543 -6.239 4.553
Cl 32.679 -8.068 4.421
Cl 32.726 -5.682 6.212
C 27.718 3.980 9.389
C 28.925 4.198 10.249
O 28.956 3.245 11.203
H 26.860 4.021 10.060
H 27.629 3.079 8.781
H 27.711 4.813 8.686
H 28.807 5.098 10.853
H 29.875 4.015 9.747
H 29.751 3.313 11.738
C 32.108 4.286 3.115
C 31.998 2.863 2.679
O 30.694 2.453 2.942
H 33.044 4.675 2.712
H 32.032 4.457 4.189
H 31.360 4.914 2.632
H 32.579 2.084 3.172
H 32.104 2.850 1.594
H 30.462 1.880 2.208
C 21.914 2.355 3.411
C 21.568 1.366 2.247
O 21.482 0.141 2.896
H 21.175 2.208 4.199
H 21.804 3.416 3.186
H 22.915 2.181 3.805
H 22.213 1.384 1.368
H 20.618 1.653 1.796
H 20.916 -0.362 2.305
*
```

Orbital gap, eV: 7.39
E_HOMO, eV: -6.3962

Record 4
Density functional theory data (ωB97M-V/def2-TZVPD) for a structure of composition C30H31N4PPdS3.

ORCA input file:
```
! wB97M-V def2-TZVPD RIJCOSX def2/J DEFGRID3
* xyz 0 1
Pd 0.504 0.876 1.165
S -0.536 -0.397 2.753
C -1.184 -1.694 1.822
N -1.099 -1.884 0.543
C -1.747 -3.053 0.169
C -1.833 -3.537 -1.136
C -2.491 -4.730 -1.372
C -3.068 -5.451 -0.325
C -2.995 -4.984 0.976
C -2.332 -3.786 1.212
S -2.073 -2.942 2.706
H -1.396 -2.963 -1.942
H -2.565 -5.110 -2.383
H -3.581 -6.381 -0.531
H -3.445 -5.539 1.789
N -1.318 1.642 0.830
P -0.964 2.160 -0.613
C 0.786 2.731 -0.583
C 1.188 3.351 0.608
C 2.502 3.791 0.764
C 3.410 3.623 -0.261
C 3.015 3.027 -1.459
C 1.719 2.583 -1.622
C -2.029 3.530 -1.108
C -1.756 4.300 -2.235
C -2.592 5.353 -2.573
C -3.702 5.633 -1.786
C -3.971 4.870 -0.659
C -3.131 3.820 -0.312
C -1.013 0.997 -2.025
C -0.086 -0.043 -2.093
C -0.140 -0.970 -3.120
C -1.145 -0.893 -4.076
C -2.094 0.114 -3.996
C -2.025 1.057 -2.979
H 0.454 3.513 1.388
H 2.805 4.261 1.691
H 4.433 3.957 -0.138
H 3.731 2.902 -2.262
H 1.425 2.109 -2.548
H -0.891 4.076 -2.850
H -2.379 5.954 -3.448
H -4.356 6.454 -2.051
H -4.834 5.095 -0.045
H -3.307 3.218 0.572
H 0.682 -0.140 -1.332
H 0.600 -1.760 -3.171
H -1.193 -1.623 -4.874
H -2.890 0.170 -4.729
H -2.767 1.844 -2.933
C 2.227 -2.482 0.027
N 2.286 -2.398 1.483
C 1.514 -3.431 2.174
C 2.680 -1.269 2.086
S 2.898 0.188 1.201
N 2.901 -1.294 3.419
C 3.541 -2.423 4.083
C 2.974 -0.056 4.178
H 2.203 -3.537 -0.245
H 3.100 -2.011 -0.414
H 1.321 -1.993 -0.340
H 0.644 -3.668 1.563
H 1.161 -3.055 3.130
H 2.095 -4.343 2.322
H 3.803 -3.194 3.368
H 2.902 -2.851 4.857
H 4.463 -2.071 4.551
H 2.231 0.648 3.818
H 3.964 0.401 4.102
H 2.762 -0.292 5.221
*
```

Orbital gap, eV: 6.99
E_HOMO, eV: -7.2148
Energy relative to the best compared isomer or geometry (same formula, charge and spin), kJ/mol: 93.9